Molecular formula: C6H12BrNO
Method: DFT, ωB97M-V/def2-TZVPD

Properties
HOMO level (spin up / spin down): -0.282 / -0.282 Ha
orbital gap (spin up / spin down): 8.414 / 8.413 eV

CARTESIAN COORDINATES (ANGSTROEM)
H1 -4.10 -0.29 -0.85
C1 2.12 1.57 1.21
H2 -3.77 -0.76 0.84
N1 0.66 -1.72 -1.16
H3 1.53 -1.79 -1.75
H4 2.03 0.92 2.04
C2 -2.06 -0.95 -0.36
O1 2.40 1.36 -1.22
Br1 3.67 -0.70 0.17
H5 -1.74 -0.91 -1.41
C3 0.44 -0.76 -0.44
H6 2.87 0.78 -1.84
H7 -1.95 -1.99 -0.01
C4 2.20 0.69 0.03
H8 1.17 2.13 1.09
H9 -0.70 0.72 0.36
C5 -0.70 -0.34 0.36
H10 3.03 2.15 1.30
C6 -3.37 -0.31 -0.04
H11 -0.54 -0.63 1.43
H12 -3.20 0.82 0.24

=====

Molecular formula: C6H12BrNOSi
Method: DFT, ωB97M-V/def2-TZVPD

Properties
HOMO level: -0.341 Ha
orbital gap: 10.065 eV

CARTESIAN COORDINATES (ANGSTROEM)
Br1 2.84 2.86 -0.58
H1 -0.77 -1.18 1.06
H2 1.61 0.91 1.38
H3 0.11 1.39 -1.83
H4 3.16 -2.56 -0.14
C1 -1.48 -0.46 1.48
Si1 1.80 0.95 -0.08
C2 0.11 0.82 -0.91
O1 -0.82 2.44 0.54
H5 -1.00 0.12 2.26
H6 -0.07 -0.22 -1.15
H7 -3.65 0.15 -0.80
H8 -2.11 -0.12 -1.59
C3 -2.65 -0.23 -0.65
C4 -0.94 1.34 0.05
N1 -2.00 0.47 0.46
H9 -2.32 -1.01 1.89
H10 -2.74 -1.28 -0.44
C5 2.80 -0.55 -0.61
H11 2.04 -1.65 1.01
H12 3.44 -0.54 -1.47
C6 2.65 -1.65 0.12

=====

Molecular formula: C6H12Cl3NaO18
Method: DFT, ωB97M-V/def2-TZVPD

Properties
HOMO level: -0.160 Ha
orbital gap: 8.387 eV
total charge: -2

CARTESIAN COORDINATES (ANGSTROEM)
O1 -7.22 -16.05 -2.60
O2 -7.31 -16.77 -0.59
C1 -7.50 -15.07 -3.57
H1 -12.90 -13.63 1.19
O3 -10.93 -18.71 -1.31
O4 -12.55 -18.48 -2.98
H2 -8.67 -17.10 0.92
O5 -9.70 -15.56 4.02
O6 -12.76 -17.27 -0.93
Cl1 -10.82 -15.51 3.10
Cl2 -11.84 -17.78 -1.95
O7 -14.81 -13.70 -2.05
H3 -13.97 -15.12 -3.31
O8 -11.00 -16.79 2.47
C2 -13.83 -13.39 -1.23
O9 -9.43 -9.96 -1.70
O10 -11.13 -16.66 -2.50
O11 -12.01 -15.15 3.83
H4 -6.58 -14.66 -3.99
H5 -15.38 -14.10 -3.90
C3 -7.66 -16.70 0.79
H6 -14.01 -12.51 1.86
O12 -14.30 -12.88 -0.12
C4 -14.44 -14.14 -3.35
H7 -6.97 -17.35 1.32
O13 -10.56 -14.53 2.06
H8 -8.11 -15.50 -4.38
H9 -8.15 -14.25 -3.25
O14 -11.47 -10.79 -2.40
O15 -8.51 -14.98 -1.08
C5 -7.72 -15.82 -1.40
H10 -7.53 -15.69 1.17
C6 -13.41 -12.68 0.97
O16 -12.67 -13.52 -1.49
Cl3 -10.30 -11.11 -1.58
O17 -9.70 -12.29 -2.11
Na1 -10.77 -14.55 -0.72
O18 -10.55 -11.34 -0.19
H11 -12.60 -11.97 0.83
H12 -13.72 -13.49 -3.85

=====

Molecular formula: C6H12ClIrN2
Method: DFT, ωB97M-V/def2-TZVPD

Properties
HOMO level (spin up / spin down): -0.325 / -0.472 Ha
<S²>: 8.78
multiplicity: 6
orbital gap (spin up / spin down): 5.467 / 5.128 eV
total charge: +1

CARTESIAN COORDINATES (ANGSTROEM)
H1 1.38 0.67 -2.35
H2 3.63 2.37 4.06
N1 1.31 0.89 1.31
H3 -1.39 0.27 -0.79
C1 1.12 2.17 1.75
C2 2.29 0.13 1.88
H4 -0.58 -1.53 -1.57
C3 2.99 1.94 3.29
H5 -1.44 -0.23 -2.37
H6 2.51 0.59 -1.24
H7 2.32 -0.91 1.51
C4 -1.29 -0.72 -1.40
N2 1.55 0.90 -1.38
C5 3.12 0.63 2.85
H8 3.89 -0.04 3.28
C6 1.96 2.71 2.72
H9 1.63 1.92 -1.40
H10 -2.18 -1.20 -1.01
H11 -0.18 -1.13 0.79
Ir1 0.11 0.23 -0.07
H12 0.31 2.71 1.30
Cl1 1.71 4.33 3.24

=====

Molecular formula: C6H12ClLiO10S2
Method: DFT, ωB97M-V/def2-TZVPD

Properties
HOMO level: 0.049 Ha
orbital gap: 1.727 eV
total charge: -2

CARTESIAN COORDINATES (ANGSTROEM)
O1 22.64 -25.12 -17.87
O2 16.79 -24.66 -20.14
H1 21.40 -24.97 -16.26
O3 16.00 -25.94 -18.22
C1 15.62 -25.35 -17.04
Li1 20.99 -24.06 -21.08
H2 16.26 -25.57 -16.18
H3 19.77 -15.40 -18.74
H4 21.48 -15.57 -19.20
C2 21.89 -25.76 -16.83
O4 14.63 -25.87 -20.45
S1 19.66 -18.40 -19.30
O5 19.91 -19.48 -20.26
C3 21.01 -17.04 -17.63
H5 20.99 -26.12 -17.33
C4 22.37 -27.00 -15.94
H6 22.97 -26.60 -15.12
O6 18.32 -18.24 -18.71
H7 16.24 -23.20 -17.39
H8 14.70 -25.91 -16.86
O7 20.21 -16.93 -19.87
C5 15.38 -23.86 -17.39
O8 20.89 -18.35 -18.11
S2 15.54 -25.12 -19.59
H9 20.24 -16.86 -16.89
H10 21.96 -16.75 -17.17
Cl1 23.16 -25.40 -23.58
H11 14.56 -23.56 -16.73
C6 20.61 -16.09 -18.79
H12 21.46 -27.46 -15.56
O9 14.73 -23.98 -18.57
O10 23.26 -27.97 -16.52

=====

Molecular formula: C6H12ClNO3
Method: DFT, ωB97M-V/def2-TZVPD

Properties
HOMO level (spin up / spin down): -0.331 / -0.331 Ha
orbital gap (spin up / spin down): 9.353 / 9.354 eV

CARTESIAN COORDINATES (ANGSTROEM)
H1 -2.33 1.57 -0.09
C1 3.02 -0.09 -0.46
C2 0.57 0.27 -0.74
H2 -1.24 -0.66 -0.81
Cl1 0.24 0.86 -2.34
H3 -2.45 -1.14 1.98
H4 3.01 0.65 0.31
H5 3.33 0.35 -1.52
H6 1.51 -1.44 -1.57
H7 1.46 -1.41 1.28
H8 -3.66 0.46 0.52
C3 -2.73 0.49 -0.18
O1 0.74 1.00 1.47
H9 3.76 -0.74 -0.16
C4 -1.79 -1.36 1.19
H10 -0.69 2.62 0.86
N1 0.40 1.11 0.27
C5 1.65 -0.75 -0.65
H11 -3.08 0.39 -1.17
O2 1.38 -1.77 0.37
H12 -1.03 -2.20 1.33
O3 -0.28 2.42 -0.03
C6 -1.78 -0.61 0.15

=====

Molecular formula: C6H12F5NO12S3V
Method: DFT, ωB97M-V/def2-TZVPD

Properties
HOMO level (spin up / spin down): -0.044 / -0.053 Ha
<S²>: 3.76
multiplicity: 4
orbital gap (spin up / spin down): 5.511 / 5.758 eV
total charge: -2

CARTESIAN COORDINATES (ANGSTROEM)
V1 -0.60 -0.25 -0.05
H1 -2.89 -3.57 -2.09
O1 2.16 1.87 -2.10
H2 3.75 -1.55 1.97
H3 -3.22 -2.34 -0.80
H4 3.67 -1.64 0.27
F1 1.86 -0.48 -2.35
C1 -1.26 -3.27 -0.74
O2 0.33 1.63 3.34
C2 0.75 3.76 1.93
F2 0.81 4.57 2.99
H5 -0.78 -4.22 -1.03
N1 -0.13 0.77 -1.83
S1 -0.39 2.33 2.29
O3 -1.56 -0.98 1.76
O4 -0.41 1.60 1.02
O5 -3.65 -0.39 2.29
H6 2.06 0.31 2.04
O6 -0.46 3.33 -2.47
F3 -2.14 2.04 -1.46
F4 0.28 4.44 0.87
S2 -1.03 2.03 -2.54
C3 3.65 -0.91 1.07
H7 2.28 0.45 0.27
C4 -2.74 -3.29 -1.04
H8 -1.05 -3.23 0.33
F5 1.99 3.36 1.63
H9 4.51 -0.25 1.12
O7 -1.62 2.93 2.71
O8 -2.74 0.08 0.26
O9 1.05 0.93 -4.08
O10 1.22 -1.19 0.90
H10 -0.24 -2.46 -2.24
H11 -3.19 -4.15 -0.53
O11 -1.71 1.67 -3.73
C5 2.28 -0.24 1.12
C6 -2.79 -0.60 1.39
O12 -0.57 -2.19 -1.38
H12 1.34 -1.86 1.58
S3 1.20 0.97 -2.67

=====

Molecular formula: C6H12FN
Method: DFT, ωB97M-V/def2-TZVPD

Properties
HOMO level: -0.335 Ha
orbital gap: 10.148 eV

CARTESIAN COORDINATES (ANGSTROEM)
H1 0.24 -1.70 0.37
C1 -1.07 -0.21 -0.49
H2 0.20 -0.86 -2.22
H3 -2.56 1.29 -0.91
N1 2.38 -0.49 -0.79
C2 0.06 -0.27 1.91
H4 -0.07 0.91 -2.23
H5 -0.81 -0.64 2.49
H6 2.28 -1.46 -1.05
F1 0.10 1.11 2.08
H7 -1.84 -1.01 -0.70
C3 1.13 0.06 -0.47
C4 0.09 -0.62 0.45
H8 1.25 1.07 -0.10
H9 0.90 -0.68 2.49
H10 -2.37 0.97 0.89
H11 2.99 -0.37 0.01
C5 -1.82 1.05 -0.11
H12 -1.11 1.84 -0.08
C6 0.03 0.01 -1.57

=====

Molecular formula: C6H12FN2
Method: DFT, ωB97M-V/def2-TZVPD

Properties
HOMO level: -0.465 Ha
orbital gap: 7.376 eV
total charge: +1

CARTESIAN COORDINATES (ANGSTROEM)
H1 -2.49 1.22 1.18
H2 3.05 -0.07 1.16
H3 1.11 1.81 -1.02
H4 -3.07 -0.47 -0.42
C1 -1.73 0.46 1.11
F1 -1.89 0.39 3.48
N1 1.22 0.02 0.25
C2 2.05 -0.44 1.12
H5 0.11 -0.97 -1.21
H6 -2.38 0.59 -1.91
H7 2.77 1.10 -0.84
H8 -0.33 -1.57 0.39
H9 1.85 -0.98 2.15
H10 -1.72 -1.12 -1.62
C3 -0.10 -0.70 -0.14
H11 -0.38 -0.56 2.45
C4 1.76 0.86 -0.91
C5 -1.26 0.02 2.25
C6 -2.18 -0.15 -1.05
N2 -1.14 0.24 -0.10
H12 1.60 0.25 -1.78

=====

Molecular formula: C6H12KS3
Method: DFT, ωB97M-V/def2-TZVPD

Properties
HOMO level: -0.424 Ha
orbital gap: 7.848 eV
total charge: +1

CARTESIAN COORDINATES (ANGSTROEM)
C1 1.73 -0.78 4.13
H1 2.32 1.95 3.13
H2 3.97 0.56 2.00
C2 1.99 1.40 2.25
H3 4.94 -1.99 0.89
K1 -0.36 0.05 -0.30
S1 0.87 0.08 2.77
H4 1.35 2.08 1.69
H5 2.72 -2.56 4.73
H6 0.93 -1.04 4.83
H7 1.89 -1.90 1.10
H8 3.63 1.94 0.98
C3 2.54 -2.03 3.79
H9 1.97 -2.71 3.15
H10 2.76 -2.30 -0.37
C4 4.00 -2.27 1.36
C5 2.82 -1.73 0.56
H11 3.94 -3.36 1.35
S2 4.17 -1.71 3.08
C6 3.20 1.03 1.40
S3 2.89 -0.02 -0.05
H12 2.35 -0.03 4.63

=====

One value per record, in order, for relative energy (zero: lowest compared OMol25 entry of this formula, charge and spin): 3.315, 0.000, 0.000, 1.119, 4.449, 0.588, 0.966, 0.782, 2.450, 0.008 eV.
One value per record, in order, for E: -2939.70154, -3229.32938, -3132.45803, -909.26526, -2252.01268, -976.26881, -3831.49305, -390.40205, -444.80726, -2030.12949 Eh.